No. 1
Computed, not measured: a 10-piece molecular cluster, C63H54IN11O18S overall, with the ωB97M-V functional and the def2-TZVPD basis.

Its structure (SMILES) is CC[C@H](I)c1cccc2nsnc12.O=[N+]([O-])c1ccccc1.O=[N+]([O-])c1ccccc1.O=[N+]([O-])c1ccccc1.O=[N+]([O-])c1ccccc1.O=[N+]([O-])c1ccccc1.O=[N+]([O-])c1ccccc1.O=[N+]([O-])c1ccccc1.O=[N+]([O-])c1ccccc1.O=[N+]([O-])c1ccccc1. The calculated total energy is -5084.608081 hartree. The LUMO energy is -1.144 eV. For the max |F|, the calculation gives 5.36 eV/Å. The gap between HOMO and LUMO is 6.9 eV. As for the spin multiplicity: 1. Its net charge is 0.

Geometry as XYZ:
```
148
C63H54IN11O18S | OMol25 | the ωB97M-V functional and the def2-TZVPD basis
N -5.0006 -4.4188 -3.7876
H -4.2288 -17.4749 2.9038
H 0.0827 -9.5587 -1.2010
C 10.2741 15.6623 1.1938
H -3.3805 -6.9749 -1.2066
H -5.7775 -13.1993 -2.2765
C -0.4805 -8.7243 -3.0919
N 6.1967 9.7593 -3.8467
H -1.0505 5.5364 -0.1749
H -7.4350 -13.4085 -0.4506
H 0.3668 12.1170 1.8908
C -2.5790 -3.4283 -3.2053
O -1.5269 -2.7299 7.3831
C 0.0286 11.1856 2.3329
H -2.0823 -3.7144 -4.1888
C -4.7349 -3.3008 -1.5027
O 8.3393 12.6096 -0.7733
C -5.8706 -11.0523 -2.3268
H 4.5681 5.8706 -4.3688
H 8.6206 14.8849 0.0755
H -3.5161 -1.9265 1.6928
C -0.6211 -8.9184 -1.7217
H -3.1624 -4.1388 2.4439
C 2.7101 7.2739 -1.2691
C 9.7662 10.3694 -2.8914
C -1.7350 -2.6905 -2.1035
H -0.5950 2.0799 -2.6559
O -2.5809 -1.3549 6.0837
C -6.5885 -15.2638 3.9437
C -2.3988 -2.2964 -0.7294
H -0.0263 -1.5370 2.0468
O -0.0938 -0.1525 -1.7849
O 0.3484 6.4982 2.6348
H 5.8480 6.8522 -2.4919
O -2.7375 -7.9101 0.9606
H 7.8719 10.7273 -1.9585
H 13.0481 13.9210 2.0952
C 8.3198 9.2683 -5.0117
H -5.1419 -10.9752 -3.1266
N 0.5335 6.7040 -2.2842
C -1.4158 10.0064 3.8674
O -6.5633 -7.6147 -1.7070
H -0.5802 4.1786 1.8402
O 9.9336 11.2132 -0.3164
C -2.4141 -7.2776 -3.0942
N -6.0592 -8.5902 -2.2451
H -8.4756 -11.3862 0.5242
C -7.3926 -10.0275 -0.7416
H -7.8530 -9.1492 -0.3018
O 1.6813 7.5604 1.2987
O 5.6505 10.2487 -2.8672
O 0.0885 -0.3208 0.3668
H -8.3526 -14.7178 2.8579
C -1.6618 -8.2839 -1.0443
O -7.7987 -17.0414 -0.2450
H -5.7519 -17.6056 0.9709
H 1.7780 -3.1924 2.4053
H 0.4129 -3.8581 6.4098
C 0.1593 8.7919 2.5167
I -5.5870 -0.2709 1.0051
C 11.3980 13.1166 0.9768
C -7.7465 -11.2887 -0.2734
C -2.5644 -7.4679 -1.7246
S -6.5050 -4.4611 -2.9296
C 0.0634 -2.0415 3.0035
H -1.6293 -1.0382 3.8519
H -6.0616 -3.8129 1.0888
C -3.8989 -2.5887 -0.3874
H 10.3345 10.7954 -2.0700
C -7.1552 -16.1745 1.7917
C -0.7160 -2.4211 5.2469
C -0.5911 2.5263 -1.6674
C 1.2027 -3.6201 4.4324
C -0.9741 11.1976 3.2985
H -6.8157 -14.6122 4.7812
C 4.0993 7.3137 -1.3290
H 0.3276 -9.2110 -3.6284
N -1.8012 -8.4671 0.4026
H -3.1080 -6.6390 -3.6316
H 11.8467 12.1320 0.9000
C 7.6607 9.7829 -3.8956
C -6.4517 -9.9167 -1.7641
C 1.0792 -2.9714 3.2069
H 1.9975 -4.3430 4.5857
C -0.3396 1.7628 -0.5273
N -6.1325 -3.6555 -1.4480
H 2.2026 7.6714 -0.3933
O -0.0627 6.1985 -3.2297
N -8.0774 -16.2631 0.6567
N -0.0954 0.3260 -0.6594
C -7.4550 -15.3268 2.8573
H 7.7706 8.8359 -5.8411
C -0.8450 4.4757 -0.2735
C 12.0789 14.1244 1.6519
H 12.0464 16.1749 2.2976
C -1.3733 -7.9019 -3.7749
H 2.1075 5.7821 -4.2806
N -1.6783 -2.1473 6.3172
H -1.2050 7.8755 3.9279
C -5.1331 -16.8755 2.8875
C 0.3056 -3.3457 5.4599
O -0.0119 7.1947 -1.3012
C -0.8518 8.7965 3.4768
H 11.5134 9.9050 -4.0562
C -0.5830 3.7118 0.8608
C 4.7633 6.8123 -2.4450
C 2.6558 6.2141 -3.4504
H -1.4130 12.1409 3.6101
H -4.7609 -15.9910 4.8114
H -0.6310 -2.4438 -2.3020
H 1.3833 9.9857 1.1867
C -4.4507 -2.1275 1.0369
C -0.3295 2.3496 0.7384
C -6.2286 -12.3092 -1.8502
C -5.2056 -3.3765 1.7071
C 4.0445 6.2611 -3.5022
H -1.0501 4.4895 -2.4101
C 9.5870 14.6617 0.5145
C 10.4288 9.8660 -4.0084
H -3.8751 -5.1620 1.0223
C 10.1519 13.3908 0.4153
O -0.9714 -9.1639 0.9722
N 9.4210 12.3274 -0.2771
H -4.5713 -5.2927 2.7430
C 8.3764 10.3299 -2.8312
H 9.8406 16.6531 1.2825
O 5.6019 9.2537 -4.7928
C 1.9959 6.7276 -2.3340
C 9.7086 9.3142 -5.0647
C -0.8401 -1.7627 4.0243
H -2.1988 10.0219 4.6186
C -4.1305 -4.5702 1.9715
H 10.2312 8.9224 -5.9315
C 0.6006 9.9808 1.9379
H -5.6419 -3.0424 2.7127
O -9.0767 -15.5556 0.6770
C -0.8464 3.8871 -1.5329
C -7.1620 -12.4257 -0.8241
H -0.1300 1.7643 1.6299
C -4.0863 -3.7233 -2.8758
N 0.7736 7.5233 2.1204
H 4.6655 7.7394 -0.5070
C -5.4322 -16.0387 3.9591
C -5.9951 -16.9472 1.7980
H -1.2560 -7.7464 -4.8435
C 11.5155 15.3926 1.7632
H -1.7664 -1.7422 0.0602
O -5.2443 -8.5305 -3.1560
```


No. 2
Computed, not measured: a single C3H5N3O molecule, with the ωB97M-V functional and the def2-TZVPD basis.

Its structure (SMILES) is Nc1nccn1O. The calculated total energy is -356.738947 hartree. The LUMO energy is 0.646 eV. For the max |F|, the calculation gives 4.14 eV/Å. The gap between HOMO and LUMO is 8.7 eV. As for the spin multiplicity: 1. Its net charge is 0. The energy above the lowest of the compared OMol25 structures with the same formula, charge and spin is 74.3 kcal per mole.

Geometry as XYZ:
```
12
C3H5N3O | OMol25 | the ωB97M-V functional and the def2-TZVPD basis
H -1.8509 -0.4047 1.6681
H -1.1325 0.8922 2.3728
O -0.4075 -1.9319 -0.5045
H 1.4486 2.1882 -1.3577
H 0.8272 -0.6894 -2.3189
N 0.1386 -0.6960 -0.2593
N 0.3150 1.4603 0.1992
C 0.9288 1.2369 -0.9956
N -0.9528 0.1196 1.7453
H 0.1342 -2.4693 0.1725
C 0.8045 -0.0676 -1.3075
C -0.2533 0.3618 0.5857
```